(1)
The following is a DFT calculation (ωB97M-V with the def2-TZVPD basis set) of the molecule C5H11N3OSi.

The geometry in ORCA input format:
```
! RIJCOSX wB97M-V def2-TZVPD def2/J DEFGRID3
* xyz 0 1
C -4.2002 1.5597 0.0491
C -2.8440 -0.4924 0.2122
C 1.4364 -1.8563 0.4964
C 1.9090 1.2498 1.2733
C 1.6897 0.3603 -1.6932
N -3.3703 0.6988 -0.1057
N -1.4514 -0.5025 0.2614
N -0.5705 0.4047 0.0362
O -3.5543 -1.4862 0.3050
Si 1.1157 -0.0251 0.0828
H -4.7888 2.2743 -0.6480
H 0.5237 -2.3201 -0.0855
H 2.2184 -2.4755 0.1878
H 1.2585 -2.0564 1.5405
H 1.2610 1.9066 1.7921
H 2.7564 0.9067 1.8815
H 2.3233 1.9092 0.5475
H 2.1137 1.3497 -1.6673
H 2.4612 -0.2272 -2.1057
H 0.8981 0.3717 -2.4877
H -1.1857 -1.5497 0.1276
*
```

Its LUMO energy (spin up / spin down) is -0.2602 / -0.3740 eV. The HOMO energy (spin up / spin down) is -7.838 / -8.080 eV. For the HOMO-LUMO gap (spin up / spin down), the calculation gives 7.58 / 7.71 eV. For the energy, the calculation gives -19755.0312 eV.

---

(2)
The following is a DFT calculation (ωB97M-V with the def2-TZVPD basis set) of the ion C5H11N4 with charge +1.

The geometry in ORCA input format:
```
! RIJCOSX wB97M-V def2-TZVPD def2/J DEFGRID3
* xyz 1 1
C 1.5410 0.7335 -0.1761
C 0.3031 1.4007 0.4283
C 1.6799 -0.7631 0.1566
C -0.9197 1.3329 -0.4490
C -0.4436 -1.8897 0.4087
N -3.9110 -0.5024 -0.0575
N -2.8811 -0.1326 -0.1038
N 0.5700 -1.5269 -0.3452
N -1.6719 0.1124 -0.0882
H 1.5343 0.8747 -1.2446
H 2.4251 1.2111 0.1641
H 0.2627 0.7819 1.3217
H 0.5158 2.5772 0.4470
H 2.6430 -1.1835 -0.1842
H 1.5819 -0.7977 1.3647
H -1.5545 2.1859 -0.1985
H -0.5269 1.3375 -1.4573
H -1.2134 -2.6183 0.0358
H -0.5267 -1.3905 1.3774
H 0.5920 -1.7429 -1.3999
*
```

Its LUMO energy is -4.6462 eV. The HOMO energy is -13.627 eV. For the HOMO-LUMO gap, the calculation gives 8.98 eV. For the energy, the calculation gives -11313.3456 eV.

---

(3)
The following is a DFT calculation (ωB97M-V with the def2-TZVPD basis set) of a cluster of 2 separate species, C5H11N4 in total.

The geometry in ORCA input format:
```
! RIJCOSX wB97M-V def2-TZVPD def2/J DEFGRID3
* xyz 1 1
C 2.5832 1.7317 0.3652
C 3.3588 0.6401 -0.2227
C 1.4000 1.1888 0.5877
C 0.8075 -2.4164 -0.3867
C 0.3577 -1.0074 0.0797
N 2.6225 -0.4033 -0.3929
N 1.3679 -0.1005 0.1190
N -0.8959 -0.8417 0.3891
N -2.6867 1.2461 -0.2709
H 2.7758 2.7560 0.5358
H 4.3477 0.7310 -0.3243
H 0.4969 1.5212 0.9939
H 1.7817 -2.3661 -0.9163
H 0.9116 -2.9969 0.5688
H -0.0119 -2.8920 -1.0591
H -1.4714 -0.0321 0.6974
H -1.4406 -1.7232 0.1262
H -2.2525 1.1871 -1.2084
H -3.6621 1.0380 -0.4072
H -2.6866 2.2513 0.0817
*
```

Its LUMO energy is -4.1257 eV. The HOMO energy is -14.087 eV. For the HOMO-LUMO gap, the calculation gives 9.96 eV. For the energy, the calculation gives -11316.4731 eV.

---

(4)
The following is a DFT calculation (ωB97M-V with the def2-TZVPD basis set) of the ion C5H11N4O with charge +1.

The geometry in ORCA input format:
```
! RIJCOSX wB97M-V def2-TZVPD def2/J DEFGRID3
* xyz 1 1
C -0.4428 -2.1664 0.2011
C -1.8169 -0.0626 -0.0069
C -1.7716 -1.6007 0.0713
C -0.4817 1.8914 0.0114
C 3.0414 0.2859 -0.1128
N 0.6764 -1.6199 0.2450
N -2.8932 0.4845 0.2984
N -0.6483 0.5671 -0.3562
N 0.7873 -0.2824 -0.1063
O 1.7365 0.4400 0.5078
H -0.4495 -3.1739 0.4603
H -2.4484 -1.9216 -0.7412
H -2.3862 -1.8033 0.9982
H -0.8202 2.7574 -0.7974
H -1.0075 2.0597 1.0381
H 0.5662 2.0394 -0.0443
H 2.9352 0.5012 -1.2036
H 3.5614 -0.5626 0.2151
H 3.6591 1.0504 0.2743
H -2.9115 1.4359 0.1592
H 1.1143 -0.3195 -1.1115
*
```

Its LUMO energy is -4.2835 eV. The HOMO energy is -13.928 eV. For the HOMO-LUMO gap, the calculation gives 9.64 eV. For the energy, the calculation gives -13358.1526 eV.

---

(5)
The following is a DFT calculation (ωB97M-V with the def2-TZVPD basis set) of a cluster of 2 separate species, C5H11NO in total.

The geometry in ORCA input format:
```
! RIJCOSX wB97M-V def2-TZVPD def2/J DEFGRID3
* xyz 0 1
C -1.1354 -0.0886 -0.3325
C -1.1072 1.3662 -0.7130
C 0.6148 0.4676 1.8750
C 1.3639 -0.3410 -0.9519
C 0.1519 -0.6812 -0.1127
N -2.2896 -0.6677 -0.2318
O 0.1515 -1.9868 0.3382
H -1.9699 1.4811 -1.2854
H -0.1676 1.5819 -1.3440
H -1.0669 2.0083 0.2006
H -0.4082 0.7994 1.6692
H 1.4655 1.0606 1.6667
H 0.6643 -0.3001 2.5597
H 1.5272 0.7843 -1.0152
H 2.2872 -0.6286 -0.4397
H 1.2119 -0.8562 -1.9187
H -2.1057 -1.5544 0.1840
H 0.8125 -2.4449 -0.1484
*
```

Its LUMO energy (spin up / spin down) is 0.2064 / 0.2185 eV. The HOMO energy (spin up / spin down) is -7.959 / -7.925 eV. For the HOMO-LUMO gap (spin up / spin down), the calculation gives 8.17 / 8.14 eV. For the energy, the calculation gives -8897.3966 eV.

---

(6)
The following is a DFT calculation (ωB97M-V with the def2-TZVPD basis set) of the molecule C5H11NO.

The geometry in ORCA input format:
```
! RIJCOSX wB97M-V def2-TZVPD def2/J DEFGRID3
* xyz 0 1
C -0.7244 -1.1339 -0.9793
N -0.7505 0.0593 -0.1249
C -1.6888 -0.1822 0.9748
C 1.1450 1.3953 -0.8822
C 0.5633 0.5648 0.2350
C 1.5637 -0.3314 0.9074
O 1.1600 -1.3189 1.4774
H -0.8868 -2.0694 -0.4542
H 0.2548 -1.1554 -1.4632
H -1.4609 -1.0680 -1.8014
H -1.8877 0.6392 1.6645
H -2.6425 -0.4155 0.4705
H -1.4870 -1.1003 1.5305
H 1.8937 2.0386 -0.4056
H 1.5682 0.8220 -1.7281
H 0.4774 1.9946 -1.5026
H 0.3080 1.2317 1.0873
H 2.5945 0.0296 0.9940
*
```

Its LUMO energy is 0.8673 eV. The HOMO energy is -8.457 eV. For the HOMO-LUMO gap, the calculation gives 9.32 eV. For the energy, the calculation gives -8899.5795 eV.

---

(7)
The following is a DFT calculation (ωB97M-V with the def2-TZVPD basis set) of a cluster of 2 separate species, C5H11NO in total.

The geometry in ORCA input format:
```
! RIJCOSX wB97M-V def2-TZVPD def2/J DEFGRID3
* xyz 0 1
C -2.5079 0.1560 -0.6055
C -1.0481 -0.0993 -0.3202
C -0.6673 -0.3644 1.1276
N 0.8079 -0.4104 1.0351
C 1.4039 0.4455 0.1794
O 1.0062 1.6154 -0.0266
C 2.6390 0.0226 -0.5253
H -2.6573 0.2922 -1.6829
H -3.2059 -0.6331 -0.2817
H -2.7978 1.0859 -0.1109
H -0.7619 -1.0530 -0.8569
H -0.2768 1.2112 -0.3013
H -0.9813 0.4781 1.7497
H -0.9974 -1.2868 1.6381
H 1.2298 -1.3265 1.1134
H 2.4395 -0.0466 -1.6019
H 3.0343 -0.9244 -0.1628
H 3.3413 0.8377 -0.3672
*
```

Its LUMO energy is 0.8652 eV. The HOMO energy is -8.033 eV. For the HOMO-LUMO gap, the calculation gives 8.90 eV. For the energy, the calculation gives -8898.7805 eV.

---

(8)
The following is a DFT calculation (ωB97M-V with the def2-TZVPD basis set) of a cluster of 2 separate species, C5H11NO in total.

The geometry in ORCA input format:
```
! RIJCOSX wB97M-V def2-TZVPD def2/J DEFGRID3
* xyz 0 1
O 0.5642 1.2924 2.6457
C 0.9958 1.8510 1.6660
C 1.1771 1.2740 0.3312
C 0.5707 0.0847 -0.1726
C 0.6274 -1.1629 0.7438
C -0.8526 0.5460 -0.5361
N -1.6225 -1.8139 -1.5450
H 1.2528 2.9245 1.7115
H 1.3331 2.0319 -0.4301
H 1.0157 -0.2669 -1.1193
H 0.0045 -1.9574 0.3456
H 0.3318 -0.8743 1.7501
H 1.6567 -1.5290 0.7079
H -1.4045 0.7805 0.3668
H -1.3345 -0.3673 -1.1158
H -0.9158 1.4176 -1.1948
H -0.9010 -2.0592 -2.2090
H -2.4989 -2.1716 -1.9459
*
```

Its LUMO energy is -2.8814 eV. The HOMO energy is -7.762 eV. For the HOMO-LUMO gap, the calculation gives 4.88 eV. For the energy, the calculation gives -8895.0265 eV.

---

Repeat the fourth record exactly.
The following is a DFT calculation (ωB97M-V with the def2-TZVPD basis set) of the ion C5H11N4O with charge +1.

The geometry in ORCA input format:
```
! RIJCOSX wB97M-V def2-TZVPD def2/J DEFGRID3
* xyz 1 1
C -0.4428 -2.1664 0.2011
C -1.8169 -0.0626 -0.0069
C -1.7716 -1.6007 0.0713
C -0.4817 1.8914 0.0114
C 3.0414 0.2859 -0.1128
N 0.6764 -1.6199 0.2450
N -2.8932 0.4845 0.2984
N -0.6483 0.5671 -0.3562
N 0.7873 -0.2824 -0.1063
O 1.7365 0.4400 0.5078
H -0.4495 -3.1739 0.4603
H -2.4484 -1.9216 -0.7412
H -2.3862 -1.8033 0.9982
H -0.8202 2.7574 -0.7974
H -1.0075 2.0597 1.0381
H 0.5662 2.0394 -0.0443
H 2.9352 0.5012 -1.2036
H 3.5614 -0.5626 0.2151
H 3.6591 1.0504 0.2743
H -2.9115 1.4359 0.1592
H 1.1143 -0.3195 -1.1115
*
```

Its LUMO energy is -4.2835 eV. The HOMO energy is -13.928 eV. For the HOMO-LUMO gap, the calculation gives 9.64 eV. For the energy, the calculation gives -13358.1526 eV.